Record 1
DFT (ωB97M-V with the def2-TZVPD basis set) results for C2H3N2O4 as an isolated structure.

Each line ends with the Löwdin spin population.
Atoms and positions in Å:
C 0.040 0.684 -0.901  0.16
C 0.273 -0.976 0.252  0.53
N 1.094 -0.654 1.182  0.06
N -1.363 0.729 -0.610  0.26
O 1.393 -1.310 2.219  0.08
O -2.129 0.024 -1.293  0.22
O 0.863 1.524 -0.497  0.40
O -1.757 1.391 0.324  0.23
H 0.197 0.240 -1.970  0.02
H -0.463 -1.700 0.274  0.03
H 1.852 0.047 1.020  0.01

Values from the calculation:
Energy above the lowest of the compared OMol25 structures with the same formula, charge and spin, eV: 3.7630
Charge: -1
HOMO-LUMO gap (alpha / beta), Eh: 0.212 / 0.243
<S²>: 2.022
2S+1: 3
E_HOMO (alpha / beta), eV: -1.707 / -5.046



Record 2
DFT (ωB97M-V with the def2-TZVPD basis set) results for C8H10HoO5 as an isolated structure.

Each line ends with the Löwdin spin population.
Atoms and positions in Å:
Ho -0.236 -0.181 -1.632  4.03
O -0.204 3.070 -3.687  0.00
C -0.216 2.056 -3.137  -0.01
C 1.460 -1.553 -1.229  -0.01
O 2.469 -2.069 -0.938  0.00
C -1.950 -1.514 -1.244  -0.01
O -2.965 -2.019 -0.963  0.00
C -0.234 -1.589 -3.435  0.00
O -0.235 -2.165 -4.443  0.00
C -0.734 -1.263 1.817  0.00
C -1.175 0.079 1.274  0.00
O -0.227 0.588 0.210  -0.01
C 1.187 0.826 0.655  0.00
C 1.232 1.970 1.635  0.00
H -0.634 -2.037 1.041  0.00
H -1.522 -1.570 2.496  0.00
H 0.194 -1.208 2.389  0.00
H -2.111 0.036 0.761  0.00
H -1.208 0.848 2.010  0.00
H 1.556 -0.115 1.076  0.00
H 1.711 1.056 -0.248  0.00
H 0.723 1.756 2.562  0.00
H 2.287 2.127 1.852  0.00
H 0.832 2.871 1.176  0.00

Values from the calculation:
Energy above the lowest of the compared OMol25 structures with the same formula, charge and spin, eV: 0.2854
Charge: +3
HOMO-LUMO gap (alpha / beta), Eh: 0.307 / 0.312
<S²>: 6.004
2S+1: 5
E_HOMO (alpha / beta), eV: -23.413 / -23.414



Record 3
DFT (ωB97M-V with the def2-TZVPD basis set) results for C21H23N2O4Ru as an isolated structure.

Each line ends with the natural charge from an NBO analysis.
Atoms and positions in Å:
Ru -0.092 -0.490 -1.834  1.07
C -1.217 -3.470 -2.560  -0.26
O -0.595 -2.546 -1.606  -0.50
C -0.239 -2.993 -0.377  0.38
C -0.526 -4.249 0.097  -0.30
C -0.135 -4.580 1.391  0.01
C 0.567 -3.681 2.218  -0.21
C 0.873 -2.437 1.756  -0.11
C 0.467 -2.052 0.445  0.10
N 0.688 -0.818 -0.080  -0.05
N 1.334 0.018 0.685  -0.28
C 1.677 1.263 0.324  0.25
C 1.407 1.909 -1.046  0.51
O 0.722 1.330 -1.905  -0.53
C 1.953 3.194 -1.334  -0.32
C 2.643 3.865 -0.398  0.01
C 2.845 3.335 0.945  -0.08
C 3.500 4.079 1.888  -0.12
C 3.677 3.582 3.202  -0.01
C 3.231 2.317 3.544  -0.22
C 2.600 1.536 2.594  -0.02
C 2.366 2.033 1.283  -0.05
H -0.551 -4.311 -2.735  0.23
H -1.357 -2.902 -3.472  0.23
H -2.177 -3.803 -2.174  0.22
H -1.053 -4.976 -0.504  0.27
H -0.383 -5.564 1.771  0.27
H 0.846 -3.976 3.219  0.27
H 1.406 -1.727 2.368  0.25
H 1.782 3.603 -2.321  0.28
H 3.059 4.837 -0.636  0.27
H 3.896 5.051 1.623  0.26
H 4.169 4.200 3.943  0.27
H 3.379 1.938 4.545  0.27
H 2.262 0.544 2.850  0.24
O -0.833 -0.329 -3.916  -0.94
H -1.392 0.419 -4.174  0.53
H -0.183 -0.418 -4.630  0.53
C -3.397 1.181 0.403  -0.43
C -4.143 0.248 -0.562  -0.44
C -3.068 -0.719 -1.044  -0.07
O -1.780 -0.077 -0.717  -0.51
C -2.033 1.282 -0.237  -0.07
H -3.322 0.730 1.393  0.23
H -3.869 2.155 0.504  0.27
H -4.562 0.817 -1.391  0.24
H -4.962 -0.282 -0.082  0.27
H -3.117 -0.920 -2.114  0.20
H -3.091 -1.665 -0.504  0.20
H -2.043 1.971 -1.085  0.20
H -1.230 1.550 0.447  0.20

Values from the calculation:
Charge: +3
HOMO-LUMO gap (alpha / beta), Eh: 0.193 / 0.193
E_HOMO (alpha / beta), eV: -18.031 / -18.031



Number 1: electronic energy -13285.010 eV. Number 2: electronic energy -44458.768 eV. Number 3: electronic energy -35872.412 eV.